The following is a quantum chemistry calculation of a molecular structure, C32H54BClN10O2S3Yb in a non-equilibrium geometry, from the OMol25 dataset.

Geometry as XYZ:
```
104
Properties=species:S:1:pos:R:3:forces:R:3
Yb 0.5370 0.5906 -0.2902 -0.976 -0.482 1.065
C -0.5835 -1.2060 6.3290 0.063 0.021 0.029
C -0.6758 -0.6062 4.9245 -0.018 0.291 0.106
C -2.1551 -0.3514 4.6370 0.070 -0.207 -0.170
C 0.1241 0.6984 4.8493 0.003 -0.078 -0.128
N -0.0382 -1.5589 3.9649 0.053 -0.128 -0.154
C 0.9677 -2.4172 4.3836 0.092 -0.107 0.072
C 1.4834 -3.0072 3.2939 0.091 0.035 -0.021
N 0.8276 -2.5109 2.1908 -0.211 -0.106 0.167
B 1.1627 -3.0241 0.7723 -0.120 0.243 0.024
N 2.2191 -2.1346 0.0214 0.299 0.019 0.068
C 2.8975 -2.7347 -1.0246 0.017 -0.066 -0.031
C 4.0996 -2.1522 -1.1424 -0.008 -0.052 -0.150
N 4.1895 -1.1631 -0.1772 -0.273 -0.133 0.095
C 3.0141 -1.1447 0.5074 0.083 -0.172 -0.113
S 2.4895 0.0222 1.6552 -0.069 0.340 -0.101
C 5.4014 -0.3218 0.0404 0.180 0.234 0.071
C 5.1217 1.1382 -0.3312 -0.145 -0.134 0.022
C 5.8587 -0.4500 1.4960 -0.100 -0.013 -0.063
C 6.5227 -0.8323 -0.8604 -0.013 -0.040 -0.018
N -0.1601 -3.2918 0.0058 -0.066 -0.165 -0.280
C -0.9476 -4.3166 0.4883 -0.001 -0.038 0.010
C -2.0516 -4.3933 -0.2713 -0.056 -0.111 0.185
N -1.9608 -3.4109 -1.2404 0.274 0.142 0.063
C -0.7869 -2.7376 -1.0518 -0.093 -0.157 0.099
S -0.1701 -1.4513 -2.0001 -0.205 -0.032 -0.087
C -3.0202 -3.1572 -2.2599 -0.162 0.076 -0.174
C -2.4636 -3.3574 -3.6719 0.042 0.030 0.128
C -4.1472 -4.1636 -2.0428 -0.008 -0.032 0.048
C -3.5959 -1.7488 -2.0698 0.133 -0.080 0.040
C -0.0965 -1.6183 2.6056 0.274 -0.027 0.054
S -1.1188 -0.7514 1.5369 -0.302 0.272 -0.047
H -1.1639 -0.5843 7.0081 0.006 0.013 -0.002
H 0.4383 -1.2297 6.7072 -0.035 0.013 0.021
H -0.9981 -2.2147 6.3534 -0.015 0.014 0.026
H -2.5788 0.2078 5.4716 0.039 -0.024 0.002
H -2.6988 -1.2924 4.5390 -0.019 0.011 0.012
H -2.2949 0.2205 3.7296 -0.034 0.055 -0.138
H -0.3033 1.4456 5.5194 -0.015 -0.017 0.009
H 0.1062 1.0840 3.8272 -0.032 0.003 0.052
H 1.1641 0.5230 5.1305 -0.005 0.006 0.018
H 1.2325 -2.5458 5.4150 -0.043 -0.029 -0.073
H 2.2635 -3.7420 3.2038 -0.023 0.009 -0.008
H 1.6952 -4.0897 0.9223 0.001 -0.083 0.053
H 2.4664 -3.5428 -1.5884 -0.007 -0.008 0.039
H 4.8914 -2.3543 -1.8377 -0.059 -0.026 0.036
H 4.3012 1.5428 0.2541 -0.069 0.035 0.040
H 4.8706 1.2129 -1.3903 0.035 0.005 0.003
H 6.0117 1.7388 -0.1424 0.019 -0.038 -0.017
H 5.0865 -0.1189 2.1847 -0.010 0.014 0.037
H 6.7435 0.1684 1.6483 0.014 -0.014 -0.018
H 6.1177 -1.4853 1.7248 -0.013 0.007 -0.010
H 6.2641 -0.7496 -1.9169 0.048 0.020 0.010
H 6.7843 -1.8663 -0.6316 0.017 0.012 -0.024
H 7.4024 -0.2150 -0.6869 0.011 -0.003 0.020
H -0.6466 -4.9077 1.3354 -0.004 0.004 -0.021
H -2.8852 -5.0637 -0.1870 0.071 0.034 -0.033
H -2.0473 -4.3604 -3.7807 -0.024 0.004 0.009
H -1.6899 -2.6315 -3.9003 0.066 0.047 -0.012
H -3.2736 -3.2396 -4.3925 -0.001 -0.012 0.009
H -3.8019 -5.1904 -2.1715 -0.040 0.010 -0.024
H -4.9209 -3.9745 -2.7844 0.002 0.005 -0.018
H -4.5966 -4.0560 -1.0544 -0.039 -0.008 -0.038
H -2.8458 -0.9891 -2.2719 0.075 0.059 0.014
H -3.9548 -1.6316 -1.0446 -0.012 0.019 -0.020
H -4.4330 -1.6041 -2.7552 0.008 -0.047 0.015
C -4.7233 3.1055 -3.5855 0.077 0.113 0.075
C -3.9750 3.8788 -2.4986 -0.167 -0.176 -0.149
N -2.5868 3.4512 -2.3336 0.016 0.170 0.073
C -1.5531 4.2595 -2.9801 -0.003 -0.041 -0.182
C -1.3731 3.9761 -4.4690 0.015 -0.005 0.114
C -2.2670 2.3370 -1.6476 0.001 -0.263 0.108
C -3.3164 1.7072 -0.7731 0.086 0.060 0.013
N -1.0980 1.7709 -1.6817 0.280 0.042 0.213
H -5.7730 3.4004 -3.5931 -0.002 -0.024 -0.016
H -4.6670 2.0305 -3.4129 -0.033 -0.002 -0.018
H -4.3043 3.3141 -4.5686 -0.005 -0.047 -0.014
H -4.5051 3.7876 -1.5509 0.038 0.044 0.011
H -3.9620 4.9363 -2.7584 0.037 0.035 0.086
H -0.6103 4.1125 -2.4510 -0.028 0.029 0.045
H -1.8295 5.3055 -2.8369 0.011 -0.008 0.028
H -1.2073 2.9125 -4.6500 0.006 0.001 -0.010
H -0.5091 4.5256 -4.8409 -0.001 -0.004 -0.041
H -2.2475 4.2892 -5.0388 0.006 -0.027 -0.017
H -3.7417 2.4332 -0.0793 -0.018 -0.013 -0.020
H -2.8578 0.8973 -0.2103 -0.040 -0.048 -0.020
H -4.1254 1.2940 -1.3750 -0.022 -0.007 0.040
H -0.4943 2.2297 -2.3584 -0.012 0.078 0.018
N 0.5238 3.9146 2.8381 -0.015 0.027 0.035
C -0.8269 3.6979 2.9544 -0.135 -0.072 -0.060
C -1.1219 2.7399 2.0355 -0.033 0.062 -0.035
N 0.0225 2.3790 1.3608 0.238 -0.101 -0.140
C 0.9942 3.1053 1.8710 -0.032 0.009 -0.029
H 1.0655 4.5584 3.3873 0.063 0.015 -0.021
H -1.4402 4.2211 3.6661 0.022 0.007 -0.011
H -2.0696 2.2760 1.8226 0.018 0.000 0.042
H 2.0291 3.0689 1.5718 -0.016 0.005 -0.018
Cl 2.4741 3.7260 -3.6591 -0.005 0.015 -0.050
C 2.6610 1.9907 -3.3614 -0.099 0.082 0.215
C 2.1310 1.5645 -2.0006 0.715 0.604 -0.643
O 2.1822 0.3338 -1.7323 0.214 0.011 -0.417
O 1.6187 2.3869 -1.2045 0.029 0.102 0.026
H 3.7159 1.7384 -3.4335 0.002 -0.058 0.000
H 2.1169 1.4440 -4.1286 0.034 -0.049 -0.001
```
Forces are in eV/Å.

Output
Multiplicity: 2
Charge: +1
<S²>: 0.7508
LUMO level (spin up / spin down) in eV: -1.49 / -1.53
E_HOMO (spin up / spin down) in eV: -9.88 / -9.88